i) This record from the Open Molecules 2025 dataset describes a 4-piece molecular cluster, C4H4Cl12 overall. The level of theory is the ωB97M-V functional and the def2-TZVPD basis.

Positions of all 20 atoms, in Å:
1 Cl -7.30077 -1.06409 -20.12511
2 C -6.93163 -1.95146 -18.58676
3 Cl -5.44180 -1.30368 -18.01047
4 Cl -6.75361 -3.66915 -18.90037
5 H -7.71683 -1.66829 -17.88577
6 Cl -10.77722 7.90310 -13.91238
7 C -9.39044 8.35421 -14.92385
8 Cl -8.24662 8.97878 -13.72956
9 Cl -9.74059 9.55954 -16.23660
10 H -9.03947 7.45451 -15.42930
11 Cl -8.65702 5.72860 -19.92508
12 C -9.49705 4.22307 -19.61654
13 Cl -11.26866 4.49160 -19.79846
14 Cl -9.12653 3.69972 -17.95551
15 H -9.01610 3.42888 -20.18755
16 Cl -13.72737 0.89349 -15.96063
17 C -14.85181 2.24001 -16.19100
18 Cl -14.50158 3.52974 -15.04863
19 Cl -16.50958 1.68707 -16.08222
20 H -14.52906 2.55303 -17.18395

The SMILES is ClC(Cl)Cl.ClC(Cl)Cl.ClC(Cl)Cl.ClC(Cl)Cl.


ii) This record from the Open Molecules 2025 dataset describes C4H4Cl12 as an isolated structure. The level of theory is the ωB97M-V functional and the def2-TZVPD basis.

Positions of all 20 atoms, in Å:
1 C 18.62388 2.50535 20.33255
2 Cl 18.58738 4.30995 20.69395
3 Cl 20.23050 1.84906 20.39164
4 Cl 17.79700 2.03307 18.86845
5 H 18.12841 2.11619 21.22203
6 C 15.58937 2.02557 21.75050
7 Cl 14.26529 0.99219 22.16237
8 Cl 15.76216 2.18038 19.96752
9 Cl 17.06734 1.43409 22.63213
10 H 15.27197 3.00473 22.10909
11 C 18.51176 -0.31979 21.69682
12 Cl 17.92076 0.27886 20.21729
13 Cl 20.22214 0.05953 21.90322
14 Cl 18.12048 -2.03006 21.96995
15 H 18.09266 0.20935 22.55266
16 C 13.94992 5.72904 22.85599
17 Cl 14.63554 4.10692 23.06935
18 Cl 12.20266 5.70507 23.26574
19 Cl 14.22462 6.32817 21.17636
20 H 14.30753 6.49889 23.53978


Relative energies in kcal/mol: i) 0.0; ii) 229.6


i) This record from the Open Molecules 2025 dataset describes a 2-piece molecular cluster, C4H4F3N overall. The level of theory is the ωB97M-V functional and the def2-TZVPD basis.

Positions of all 12 atoms, in Å:
1 C -2.44862 0.78230 -0.96255
2 C -1.44481 0.08722 -0.20311
3 C -0.27228 -0.72325 -0.05677
4 N -1.13867 -0.19954 1.00879
5 H -1.95790 0.97735 -1.90180
6 H -2.85837 1.78626 -0.49775
7 H -3.36622 0.23594 -1.27066
8 F 2.84556 -1.54651 1.62916
9 C 2.62795 -0.54539 0.79106
10 F 3.02157 -0.99247 -0.37580
11 F 3.44649 0.43072 1.14164
12 H 1.54532 -0.29264 0.69777

The SMILES is CC1=C=N1.FC(F)F.


ii) This record from the Open Molecules 2025 dataset describes a 2-piece molecular cluster, C4H4F3N overall. The level of theory is the ωB97M-V functional and the def2-TZVPD basis.

Positions of all 12 atoms, in Å:
1 C -1.34951 -1.19954 0.48343
2 C -1.19164 -0.26603 -0.48779
3 C -0.86526 1.03462 -0.26132
4 C 1.84734 -0.03334 -0.03042
5 N -0.90706 2.20948 -0.06163
6 F 1.61849 -1.08496 0.80077
7 F 2.23052 -0.53980 -1.23400
8 F 2.87702 0.69018 0.46585
9 H -1.58178 -2.21597 0.23037
10 H -1.22540 -0.95566 1.52269
11 H -1.27042 -0.52661 -1.53767
12 H -0.18232 2.88762 0.10971


Relative energies in kcal/mol: i) 0.0; ii) 11.8


i) This record from the Open Molecules 2025 dataset describes a 2-piece molecular cluster, C3H7O2S overall. The level of theory is the ωB97M-V functional and the def2-TZVPD basis.

Positions of all 13 atoms, in Å:
1 C 1.25152 2.07900 -0.47196
2 C 0.89479 0.59892 -0.23428
3 S 2.15591 -0.64183 0.27480
4 H 2.30485 2.22232 -0.21099
5 H 0.88217 2.36027 -1.45560
6 H 0.71992 2.63840 0.30120
7 H 0.38257 0.14507 -1.08516
8 H 0.10900 0.52230 0.50343
9 H 1.88052 -0.63588 1.59308
10 O -1.97511 0.32954 -0.67741
11 C -2.11293 -0.75483 -0.05087
12 O -3.01969 -1.16825 0.67505
13 H -1.27151 -1.48036 -0.26750

The total charge is -1.


ii) This record from the Open Molecules 2025 dataset describes a 2-piece molecular cluster, C3H7O2S overall. The level of theory is the ωB97M-V functional and the def2-TZVPD basis.

Positions of all 13 atoms, in Å:
1 C -2.22939 0.08225 -1.18096
2 C -1.39219 0.43835 0.04794
3 S -1.46977 -0.86765 1.40473
4 H -3.25375 -0.26344 -1.00635
5 H -1.78032 -0.55746 -1.94428
6 H -2.43654 1.06946 -1.61169
7 H -0.30619 0.46185 -0.06127
8 H -1.78522 1.40413 0.37561
9 H -1.84025 -1.85413 0.60726
10 O 3.00886 1.32771 -1.03034
11 C 2.62952 0.31970 -0.40557
12 O 1.50986 -0.18858 -0.21979
13 H 3.37434 0.01548 0.45852

The total charge is -1.


Relative energies in kcal/mol: i) 0.0; ii) 6.0


i) This record from the Open Molecules 2025 dataset describes a 2-piece molecular cluster, C3H7O2S overall. The level of theory is the ωB97M-V functional and the def2-TZVPD basis.

Positions of all 13 atoms, in Å:
1 O -1.40883 0.36634 -2.39935
2 C -1.00373 -0.31862 -1.49198
3 C 0.36490 -0.32592 -0.82269
4 C 0.54713 -1.31594 0.35857
5 S 0.64846 -0.63973 2.06667
6 H -1.54515 -1.24363 -1.23755
7 H 1.10463 -0.43918 -1.61433
8 H 0.50538 0.68020 -0.40033
9 H -0.35562 -1.93472 0.40365
10 H 1.41394 -1.90204 0.04006
11 H -0.54836 2.38219 2.26319
12 H 0.24654 1.90935 1.22370
13 O 0.03072 2.78171 1.61039

The total charge is -1.


ii) This record from the Open Molecules 2025 dataset describes a 2-piece molecular cluster, C3H7O2S overall. The level of theory is the ωB97M-V functional and the def2-TZVPD basis.

Positions of all 13 atoms, in Å:
1 O -3.08798 0.62268 -0.58602
2 C -1.91958 0.66466 -0.24711
3 C -0.74773 1.24245 -1.18854
4 C 0.56384 0.39360 -1.04463
5 S 1.38776 0.39951 0.52830
6 H -1.72002 0.08312 0.65541
7 H -1.11661 1.37357 -2.12679
8 H -0.45696 2.30881 -0.80827
9 H 0.46152 -0.68523 -1.35264
10 H 1.23520 0.94369 -1.91126
11 H 2.06091 -2.19423 1.10984
12 H 1.03173 -2.68803 2.22065
13 O 1.70309 -3.03994 1.66625

The total charge is -1.


Relative energies in kcal/mol: i) 0.0; ii) 10.5